A molecular structure, C4H11BeCl2Mn. Source: the OMol25 dataset; level of theory: the ωB97M-V functional and the def2-TZVPD basis.

Structure (XYZ):
```
19
Properties=species:S:1:pos:R:3
Mn 0.18147 -0.66244 -1.09738
Cl 0.77817 -2.46300 -2.28673
Cl -1.35753 2.20064 0.62673
C -0.47986 0.08778 2.77144
C 1.77528 0.06812 -0.27457
C -1.54049 -0.87760 0.30335
C 0.14050 0.70964 -2.45312
Be -1.15982 0.46039 1.28107
H -0.06967 1.67914 -1.97471
H 0.55923 0.43841 2.77857
H -0.66425 0.37041 -3.12764
H 2.00869 -0.61497 0.56145
H 1.13565 0.63213 -2.91801
H -0.49114 -0.98906 2.97898
H 2.50928 0.00602 -1.09551
H -2.43562 -0.84221 -0.35317
H -1.03697 0.61767 3.55505
H 1.56403 1.09884 0.05316
H -1.41694 -1.91990 0.67104
```

Output
* HOMO-LUMO gap (spin up / spin down): 4.62 / 5.24 eV
* LUMO level (spin up / spin down): 5.92 / 5.89 eV
* spin multiplicity: 5
* calculated total energy: -61092.826 eV
* energy above the lowest of the compared OMol25 structures with the same formula, charge and spin: 0.0 kJ/mol
* charge: -2

=====

A molecular structure, C49H52F5N3O4PPtTe. Source: the OMol25 dataset; level of theory: the ωB97M-V functional and the def2-TZVPD basis.

Structure (XYZ):
```
116
Properties=species:S:1:pos:R:3
Pt -0.63733 -0.18664 1.52500
Te -2.39620 0.20870 4.69591
P 1.38411 0.87218 -2.60519
F -0.64702 1.41440 4.28425
F -4.31737 0.13975 4.65438
F -2.77025 -1.84052 4.78667
F -2.91833 2.07623 4.93626
F -2.88980 0.04686 6.73474
O -3.57873 1.22660 -0.99403
O 2.10933 2.41333 2.88987
O 0.97859 0.52034 -1.22147
O -2.51331 0.11457 2.85175
N 1.22273 0.41739 2.12274
N -2.37468 -0.25280 0.30629
N -0.79576 1.65347 1.07925
C 3.92459 -0.08278 -3.19365
C 2.26631 3.24868 -1.51183
C 3.06712 -2.45528 -4.33485
C -2.18247 3.41408 0.42099
C 0.06203 2.46108 1.69178
C 0.04704 0.77517 -5.11354
C -6.20022 0.49564 0.63218
C -1.18589 1.54632 -3.19809
C 1.95040 -1.50536 3.43340
C -3.52968 -3.56503 -0.88199
C 2.95395 -2.36437 3.85340
C -1.27773 -2.48604 -1.08926
C -2.27444 1.38388 -5.32457
C 3.59991 -0.25427 2.14669
C -5.34375 -2.48569 0.23194
C 2.56098 -0.30494 -3.36221
C 4.83580 0.29462 0.02117
C -0.19164 3.81761 1.72456
C -0.57757 -3.83717 -0.94966
C -5.16605 -0.31090 1.43009
C -1.09029 0.93196 -5.89167
C -4.54760 -1.39686 0.57314
C -0.30843 -2.40697 2.81932
C 2.14384 -1.49210 -3.96126
C -2.70067 -2.49472 -0.58349
C 2.21807 2.48395 -2.67033
C 4.90832 1.87504 1.95513
C 0.41828 -2.50833 5.21384
C 4.26512 -2.17913 3.45531
C 4.04611 0.84894 1.20742
C 2.86014 4.50254 -1.52793
C 1.25257 1.76908 2.32066
C -1.33887 4.28921 1.09726
C 3.40708 4.99344 -2.70406
C -4.85835 -3.55217 -0.49735
C 2.76155 2.98175 -3.85160
C 4.42116 -2.24471 -4.11682
C -2.72976 0.96192 -0.14663
C 3.35726 4.23125 -3.86559
C 0.52987 -1.71685 3.90640
C 4.84797 -1.04814 -3.56290
C -1.88690 2.06541 0.44818
C -3.21350 -1.37703 0.10606
C -1.27263 -1.99824 -2.54037
C -0.00672 1.06258 -3.75392
C -2.32006 1.70557 -3.97486
C 2.26771 -0.42784 2.57498
C 4.57224 -1.13703 2.60587
C -5.82143 -0.90209 2.68117
H -2.04076 -1.24108 -2.69731
H 4.25084 -0.45160 -0.51589
H 5.80106 1.39523 2.36272
H 2.89728 5.09460 -0.62278
H 2.72045 2.38109 -4.75317
H 0.10632 -0.73690 4.11255
H -4.37925 0.35771 1.77569
H 5.07737 1.11187 -0.66287
H -1.45870 -2.82501 -3.23108
H 0.48380 4.45780 2.27293
H 1.84039 2.84619 -0.60016
H 5.77693 -0.16034 0.33410
H -3.16270 1.48614 -5.93459
H 2.71338 -3.18448 4.51600
H 3.16576 1.34757 0.80243
H -6.69927 -1.50250 2.43074
H -1.00472 -4.57405 -1.63177
H 5.90171 -0.86583 -3.39539
H -5.74180 0.92929 -0.25240
H 0.55322 -3.58040 5.05172
H -0.68083 -4.21909 0.06736
H 3.86135 5.97573 -2.72379
H 2.72387 -3.37876 -4.78285
H 0.12410 -3.37487 2.56133
H -7.02530 -0.14917 0.31769
H 5.13808 -3.01189 -4.37886
H -3.23462 2.04889 -3.51093
H -6.13307 -0.09398 3.34160
H 5.22334 2.67366 1.27852
H -1.58100 5.34248 1.14397
H -0.56997 -2.35929 5.64488
H -0.32146 -1.84375 1.82740
H -6.37635 -2.49689 0.55599
H -0.31326 -1.54218 -2.75970
H -0.70452 -1.75221 -0.51963
H -3.14432 -4.40719 -1.44311
H -1.04981 0.69110 -6.94655
H -5.11059 -1.51601 3.23253
H 0.96583 0.42047 -5.56460
H 1.16271 -2.15930 5.92892
H 5.04324 -2.84523 3.80653
H 4.34244 2.31145 2.77141
H 4.26126 0.85892 -2.78317
H -5.51009 -4.37614 -0.76090
H -3.08021 3.74170 -0.08261
H -6.60869 1.29984 1.24773
H 1.09485 -1.65704 -4.16061
H 0.48588 -3.74339 -1.17892
H -1.33410 -2.55337 3.16042
H 3.78307 4.61431 -4.78430
H 5.59758 -0.99718 2.28717
H -1.20746 1.78351 -2.14329
```

Output
* HOMO-LUMO gap (spin up / spin down): 7.50 / 6.39 eV
* LUMO level (spin up / spin down): 1.78 / 0.51 eV
* spin multiplicity: 3
* calculated total energy: -97737.201 eV
* energy above the lowest of the compared OMol25 structures with the same formula, charge and spin: 0.0 kJ/mol
* charge: -1

=====

A molecular structure, C44H55IN2O11P2RuSi. Source: the OMol25 dataset; level of theory: the ωB97M-V functional and the def2-TZVPD basis.

Structure (XYZ):
```
117
Properties=species:S:1:pos:R:3
I 10.96568 15.63060 13.29678
Ru 10.12580 11.98832 13.43713
P 10.23948 13.75275 9.99238
P 13.14940 12.62938 10.16025
Si 13.49803 10.97190 14.99495
O 9.17856 13.55733 8.84515
O 13.95750 13.95207 9.86617
O 9.77726 8.44279 11.27347
O 8.07845 6.46716 17.15572
O 9.86279 13.27620 11.37390
O 10.56370 15.32861 10.00581
O 12.93447 12.28980 11.59553
O 7.38335 5.53812 15.14311
O 14.00118 11.41580 9.48311
O 12.14762 11.65296 14.49052
O 10.32304 10.51409 11.96029
N 9.67411 10.10920 14.40239
N 9.58426 13.45582 14.84957
C 10.19776 14.62404 14.96143
C 17.30903 10.81548 13.27876
C 10.62136 16.33637 8.81849
C 15.91697 12.16768 18.20283
C 15.84243 9.58802 11.81317
C 14.45312 14.97956 12.02532
C 8.78608 8.82673 16.22255
C 14.56503 14.07132 17.62962
C 13.91892 13.32828 16.62921
C 16.09286 11.22450 8.36817
C 17.12686 10.03116 12.11794
C 8.35174 7.80197 15.34333
C 12.87164 9.22156 17.24492
C 7.84891 6.40476 15.92204
C 9.52933 14.90875 17.20468
C 16.22866 11.12943 14.07975
C 11.57900 12.81365 9.24972
C 9.41284 9.91039 15.69297
C 12.46750 8.01530 17.83280
C 8.28999 12.06216 12.98527
C 16.11849 15.02689 10.09587
C 7.11728 12.34640 8.70858
C 8.63347 7.99248 13.98765
C 15.26489 11.43320 17.21014
C 12.35219 6.85572 17.05769
C 13.17710 9.31419 15.87271
C 10.33889 15.31813 16.15134
C 13.07867 8.13754 15.13716
C 12.08672 16.46770 8.49646
C 7.27188 14.75611 8.00883
C 9.32216 9.14410 13.58003
C 15.58260 13.52245 18.39001
C 14.65515 11.55090 8.10805
C 14.00941 10.51878 7.22270
C 10.08317 17.67170 9.30728
C 8.66044 13.18424 15.81964
C 9.82913 9.34076 12.12376
C 14.75734 9.86840 12.65525
C 12.72116 6.92840 15.72753
C 14.26867 11.98883 16.38877
C 7.69895 13.69559 9.00784
C 8.58443 13.90172 16.99038
C 15.04875 14.26545 10.84497
C 14.94323 10.60516 13.81352
H 13.77105 14.31639 12.56624
H 13.75064 9.56155 12.36540
H 14.55378 10.44156 6.25405
H 15.27469 15.31331 12.66964
H 13.13755 13.77226 15.99702
H 15.99950 14.08383 19.22536
H 7.71181 15.72288 8.19932
H 10.63039 17.98289 10.20615
H 12.28117 17.24551 7.73445
H 13.28513 8.12633 14.05828
H 16.65052 11.32623 7.41975
H 9.67806 15.31148 18.20784
H 9.85680 10.67137 16.34407
H 7.30834 12.10109 7.62976
H 11.23961 11.77695 9.22654
H 11.74748 13.17305 8.20551
H 7.54394 14.04318 10.04212
H 15.74497 15.99693 9.69504
H 7.47524 14.44884 6.95142
H 15.48440 13.29188 11.14652
H 14.27350 15.10365 17.87055
H 16.58486 11.85430 9.12421
H 16.36068 11.86916 14.87124
H 7.95720 13.12058 12.97920
H 13.85202 15.81811 11.61394
H 16.52573 14.41574 9.24152
H 6.17133 14.90738 8.06141
H 7.71291 11.46004 13.65444
H 8.32279 7.32825 13.17316
H 12.59517 15.53122 8.15552
H 7.83192 13.62573 17.72236
H 12.77330 6.02503 15.10043
H 11.04047 16.11036 16.26762
H 14.44248 12.57994 7.76106
H 10.27836 18.39171 8.48062
H 16.95371 15.19844 10.79397
H 9.01552 17.63754 9.48054
H 10.01418 15.86005 8.04717
H 12.59457 16.78352 9.42395
H 6.02617 12.35262 8.90723
H 18.00533 9.80292 11.52139
H 18.31439 11.14804 13.52222
H 11.95662 5.94679 17.53975
H 14.10923 9.49871 7.62908
H 8.24524 11.66235 11.95425
H 16.78258 11.73929 18.73067
H 8.00348 12.35575 15.57707
H 12.20155 7.99164 18.88175
H 12.93520 10.74536 7.01830
H 8.48374 8.77138 17.27850
H 15.63439 10.42952 17.04506
H 16.20628 10.16695 8.68217
H 7.58853 11.57430 9.34559
H 12.94266 10.12967 17.83835
H 15.67526 9.08564 10.83246
```

Output
* HOMO-LUMO gap (spin up / spin down): 4.41 / 5.59 eV
* LUMO level (spin up / spin down): 1.57 / 0.29 eV
* spin multiplicity: 6
* calculated total energy: -109165.465 eV
* energy above the lowest of the compared OMol25 structures with the same formula, charge and spin: 0.0 kJ/mol
* charge: -1

=====

A molecular structure, C6H14N2O. Source: the OMol25 dataset; level of theory: the ωB97M-V functional and the def2-TZVPD basis.

Structure (XYZ):
```
23
Properties=species:S:1:pos:R:3
O -0.56178 0.85640 2.90748
N -1.48932 -1.27624 0.31252
N 0.01657 -0.12099 2.03964
C 1.38294 -0.32886 2.45101
C 0.84169 1.86357 -0.19323
C -0.61593 0.19973 -2.12642
C -0.40282 -1.16136 -2.73424
C 0.10486 0.60414 -0.34854
C -0.51690 -0.34870 0.18987
H -1.47409 0.96055 2.59787
H 0.41599 2.65787 -0.81257
H 0.78085 2.15648 0.86167
H -0.01260 0.95659 -2.62849
H 0.60878 -1.52684 -2.53424
H 1.89069 1.73611 -0.47263
H 2.02510 0.54257 2.24904
H -1.27025 -2.13829 -0.17088
H -1.65613 0.52200 -2.11845
H -1.65662 -1.39752 1.31353
H -0.51777 -1.12603 -3.82583
H 1.45497 -0.54824 3.52705
H 1.77645 -1.18325 1.89087
H -1.12469 -1.89970 -2.37504
```

Output
* HOMO-LUMO gap (spin up / spin down): 7.40 / 7.40 eV
* LUMO level (spin up / spin down): 0.87 / 0.87 eV
* spin multiplicity: 1
* calculated total energy: -11470.137 eV
* energy above the lowest of the compared OMol25 structures with the same formula, charge and spin: 736.5 kJ/mol

=====

A single C7H8N2O4S molecule. Source: the OMol25 dataset; level of theory: the ωB97M-V functional and the def2-TZVPD basis.

Structure (XYZ):
```
22
Properties=species:S:1:pos:R:3
S -0.69274 1.61366 -0.63958
O 2.49955 1.08936 -0.43555
O -1.58857 -1.06106 -1.95534
O 0.16110 2.73259 -0.39983
O 0.38834 2.07132 2.51302
N 0.27500 0.26915 -1.13786
N -1.09223 1.10103 0.92592
C -0.34024 1.22193 2.17155
C 0.92608 -1.63435 -2.12702
C -1.02017 -0.00990 2.71876
C -1.73944 -0.10642 1.43816
C 2.15544 -0.98299 -1.61170
C -0.18135 -0.86952 -1.75548
C 1.70155 0.18728 -1.07757
H 2.05885 1.95946 -0.60485
H 0.75636 -2.53750 -2.69937
H -1.59726 -2.04272 -2.15877
H -1.25080 -0.96814 0.88618
H -1.40894 0.03795 3.68002
H -2.80497 -0.08198 1.35895
H 3.23084 -1.15161 -1.71540
H -0.43641 -0.83755 2.62577
```

Output
* HOMO-LUMO gap: 8.35 eV
* LUMO level: 0.43 eV
* spin multiplicity: 1
* calculated total energy: -29390.720 eV
* energy above the lowest of the compared OMol25 structures with the same formula, charge and spin: 35.8 kJ/mol

=====

A molecular structure, C13H16N2O5. Source: the OMol25 dataset; level of theory: the ωB97M-V functional and the def2-TZVPD basis.

Structure (XYZ):
```
36
Properties=species:S:1:pos:R:3
O -1.09949 0.60920 -0.12445
O 0.85488 2.36990 0.06709
O 2.70251 0.78750 5.02500
O 2.44501 -0.24685 3.14705
O 1.94831 2.73580 2.01224
N 0.06675 -2.73737 0.58598
N 0.04214 -0.16610 1.69235
C -0.51921 -0.37938 0.44356
C -1.08090 -1.59760 -5.16185
C 1.02463 2.22265 1.37826
C 0.69580 1.40633 3.60411
C -1.55593 -1.93010 -1.35297
C 0.17763 1.26414 2.19905
C -1.70747 -0.40075 -5.43637
C -0.32698 -1.69170 -0.33668
C -2.16142 0.43169 -4.40700
C -1.55617 -1.21610 -2.77971
C -0.92436 -1.98298 -3.74505
C -2.14333 0.02896 -3.09640
C 2.04999 0.70000 3.95615
H 0.52774 -1.05708 2.07685
H 0.89807 2.57369 3.80473
H -0.97009 1.51066 2.20724
H 3.23807 -0.81963 3.69614
H -0.74973 -3.19174 1.05351
H -0.52285 -2.10292 -5.99279
H -0.12369 1.07658 4.73845
H -2.53442 -1.74933 -0.84260
H -1.32730 -2.99038 -1.56236
H -2.70593 1.27193 -4.68711
H 0.99393 -3.46903 0.22484
H -2.67313 0.57730 -2.25388
H -0.28005 -2.83337 -3.44781
H 0.60484 -1.50642 -0.94668
H -1.72759 -0.04700 -6.51788
H -0.05348 1.90567 -0.10489
```

Output
* HOMO-LUMO gap: 9.28 eV
* LUMO level: 0.09 eV
* spin multiplicity: 1
* calculated total energy: -26955.107 eV
* energy above the lowest of the compared OMol25 structures with the same formula, charge and spin: 500.5 kJ/mol

=====

> Among the records above, which one has the highest calculated total energy?

C6H14N2O

=====

> Among the records above, which one has the highest calculated total energy?

C6H14N2O

=====

> Number 4 is which compound?

C6H14N2O

=====

> energy above the lowest of the compared OMol25 structures with the same formula, charge and spin of number 5 (C7H8N2O4S)?

35.8 kJ/mol